Record 1
ORCA calculation (ωB97M-V/def2-TZVPD) on a structure of composition C33H40AsBrI2N6O3RuSeSi2.

Results
Spin multiplicity: 2
Kohn-Sham gap (spin up / spin down) (eV): 5.6 / 5.6
Energy above the lowest of the compared OMol25 structures with the same formula, charge and spin (eV): 2.431
Net charge: +1
⟨S²⟩: 0.757
LUMO level (spin up / spin down) (Ha): -0.134 / -0.134

Each line ends with the Mulliken charge.
Atoms and positions in Å:
1 Ru 0.217 -0.658 -0.088  0.23
2 O 4.440 5.376 -1.921  -0.61
3 N 3.265 5.112 -1.796  1.03
4 O 2.355 5.860 -2.090  -0.61
5 C 2.917 3.748 -1.322  -0.29
6 C 3.931 3.049 -0.775  -0.68
7 C 3.724 1.738 -0.250  1.32
8 C 4.741 0.987 0.358  -0.85
9 C 4.439 -0.265 0.831  -1.24
10 C 3.147 -0.765 0.668  -0.66
11 N 2.167 -0.073 0.098  0.56
12 C 2.445 1.185 -0.338  -1.37
13 C 1.358 1.937 -0.891  0.00
14 N 0.140 1.326 -0.858  1.23
15 C -0.885 1.977 -1.382  -0.54
16 C -0.763 3.241 -1.955  -1.13
17 C 0.449 3.879 -1.971  -0.93
18 C 1.567 3.230 -1.410  0.98
19 H 4.913 3.498 -0.731  0.60
20 H 5.738 1.398 0.448  0.50
21 H 5.186 -0.882 1.311  0.46
22 H 2.882 -1.764 0.995  0.80
23 H -1.839 1.474 -1.352  0.26
24 H -1.634 3.709 -2.391  0.57
25 H 0.546 4.858 -2.406  0.60
26 Se -0.472 0.416 -4.791  -0.13
27 C 0.025 -0.805 -3.646  -0.06
28 N 0.348 -1.609 -2.853  -0.19
29 C -1.571 -5.060 -0.951  -1.08
30 Si -0.151 -4.754 -2.119  0.24
31 C 1.135 -6.090 -1.871  -1.06
32 C -0.736 -4.578 -3.877  -1.02
33 As 0.972 -2.732 -1.432  0.37
34 Si 3.075 -2.874 -2.598  0.24
35 C 4.253 -3.852 -1.528  -1.00
36 C 3.654 -1.112 -2.855  -0.78
37 C 2.820 -3.654 -4.271  -1.09
38 H -1.807 -6.128 -0.954  0.44
39 H -2.467 -4.518 -1.251  0.28
40 H -1.331 -4.770 0.073  0.30
41 H 0.662 -7.066 -2.006  0.42
42 H 1.539 -6.069 -0.855  0.32
43 H 1.967 -6.025 -2.572  0.28
44 H -1.344 -5.449 -4.137  0.43
45 H 0.083 -4.510 -4.592  0.30
46 H -1.361 -3.691 -3.991  0.30
47 H 4.424 -3.362 -0.567  0.26
48 H 5.219 -3.946 -2.029  0.40
49 H 3.883 -4.860 -1.334  0.30
50 H 4.219 -0.738 -2.001  0.14
51 H 2.819 -0.438 -3.056  0.11
52 H 4.312 -1.081 -3.727  0.55
53 H 2.485 -4.689 -4.230  0.27
54 H 3.778 -3.634 -4.800  0.41
55 H 2.107 -3.077 -4.863  0.31
56 N 0.222 -0.519 2.211  0.16
57 C -0.604 -1.386 3.003  0.17
58 C -1.960 -1.124 3.138  -0.06
59 C -2.748 -1.985 3.887  -0.94
60 C -2.198 -3.108 4.489  -0.65
61 C -0.842 -3.364 4.347  -0.77
62 C -0.044 -2.502 3.609  -0.39
63 H 1.183 -0.608 2.522  0.36
64 H -0.070 0.448 2.332  -0.13
65 H -2.382 -0.240 2.676  0.74
66 H -3.804 -1.772 4.002  0.52
67 H -2.821 -3.777 5.068  0.43
68 H -0.400 -4.232 4.817  0.43
69 H 1.017 -2.700 3.504  0.37
70 N -0.435 3.907 1.871  -0.22
71 C -1.434 3.075 2.238  0.47
72 O -1.609 1.984 1.716  -0.12
73 C -2.316 3.553 3.362  -1.08
74 I -1.626 2.656 5.173  0.07
75 H 0.157 3.644 1.099  0.12
76 H -0.315 4.813 2.287  0.20
77 H -3.326 3.189 3.204  0.23
78 H -2.308 4.629 3.506  0.56
79 Br -4.232 -3.458 1.310  -0.06
80 C -4.641 -1.618 1.306  0.21
81 C -5.681 -1.182 2.117  -0.46
82 C -6.006 0.163 2.167  -0.74
83 C -5.296 1.080 1.407  -0.64
84 C -4.260 0.650 0.595  -0.09
85 C -3.931 -0.698 0.544  0.06
86 I -2.387 -1.279 -0.753  0.15
87 H -6.230 -1.905 2.705  0.47
88 H -6.820 0.491 2.800  0.40
89 H -5.556 2.130 1.435  0.50
90 H -3.695 1.363 0.013  0.23

***

Record 2
ORCA calculation (ωB97M-V/def2-TZVPD) on a structure of composition C33H40AsBrI2N6O3RuSeSi2.

Results
Spin multiplicity: 2
Kohn-Sham gap (spin up / spin down) (eV): 6.1 / 5.8
Energy above the lowest of the compared OMol25 structures with the same formula, charge and spin (eV): 1.037
Net charge: +1
⟨S²⟩: 0.755
LUMO level (spin up / spin down) (Ha): -0.136 / -0.147

Each line ends with the Mulliken charge.
Atoms and positions in Å:
1 Ru 0.479 0.167 0.482  0.56
2 O 2.334 2.921 7.285  -0.64
3 N 2.813 2.176 6.461  1.08
4 O 3.893 1.636 6.567  -0.62
5 C 2.008 1.909 5.237  -0.93
6 C 0.818 2.540 5.190  -0.58
7 C -0.068 2.363 4.084  1.17
8 C -1.335 2.965 4.016  -0.67
9 C -2.130 2.694 2.933  -1.01
10 C -1.641 1.876 1.911  -1.12
11 N -0.434 1.326 1.929  0.87
12 C 0.334 1.540 3.033  -0.90
13 C 1.591 0.853 3.102  0.08
14 N 1.857 0.030 2.062  1.43
15 C 2.990 -0.640 2.045  0.20
16 C 3.927 -0.524 3.071  -1.27
17 C 3.678 0.297 4.139  -0.79
18 C 2.464 1.018 4.191  0.84
19 H 0.529 3.180 6.010  0.65
20 H -1.670 3.613 4.815  0.52
21 H -3.121 3.114 2.840  0.47
22 H -2.249 1.662 1.041  0.72
23 H 3.157 -1.286 1.193  -0.30
24 H 4.850 -1.082 3.007  0.52
25 H 4.400 0.397 4.928  0.65
26 Se 4.426 2.825 0.269  -0.17
27 C 2.859 2.069 -0.042  0.00
28 N 1.826 1.552 -0.242  -0.64
29 C -0.049 4.149 0.495  -0.82
30 Si -0.812 3.510 -1.096  0.57
31 C -2.539 4.259 -1.089  -1.13
32 C 0.237 4.078 -2.538  -1.15
33 As -0.945 1.104 -1.336  0.00
34 Si -2.803 0.954 -2.847  0.32
35 C -4.350 1.006 -1.796  -0.94
36 C -2.767 -0.548 -3.969  -0.82
37 C -2.656 2.400 -4.032  -1.19
38 H 0.337 5.148 0.270  0.55
39 H 0.781 3.559 0.870  -0.02
40 H -0.797 4.265 1.280  0.24
41 H -2.426 5.346 -1.036  0.42
42 H -3.078 3.952 -0.189  0.25
43 H -3.168 4.035 -1.946  0.34
44 H 0.218 5.168 -2.613  0.43
45 H -0.089 3.668 -3.493  0.31
46 H 1.274 3.777 -2.367  0.29
47 H -4.400 0.134 -1.141  0.23
48 H -5.232 0.983 -2.442  0.43
49 H -4.407 1.907 -1.185  0.29
50 H -3.412 -1.354 -3.625  0.19
51 H -1.760 -0.948 -4.102  0.23
52 H -3.127 -0.232 -4.952  0.45
53 H -2.539 3.384 -3.589  0.27
54 H -3.552 2.418 -4.658  0.39
55 H -1.804 2.226 -4.695  0.34
56 N -0.540 -1.459 1.526  0.07
57 C 0.183 -2.656 1.904  0.22
58 C 0.498 -3.632 0.976  -0.16
59 C 1.150 -4.784 1.391  -0.87
60 C 1.519 -4.949 2.717  -0.57
61 C 1.227 -3.954 3.639  -0.70
62 C 0.550 -2.814 3.235  -0.34
63 H -0.863 -1.032 2.390  0.43
64 H -1.378 -1.721 1.008  -0.31
65 H 0.235 -3.496 -0.061  0.42
66 H 1.380 -5.552 0.665  0.54
67 H 2.028 -5.850 3.032  0.42
68 H 1.509 -4.070 4.677  0.44
69 H 0.302 -2.044 3.959  0.36
70 N 2.169 -0.033 -2.596  -0.15
71 C 2.296 -1.065 -1.765  0.41
72 O 1.610 -1.213 -0.743  0.52
73 C 3.290 -2.106 -2.233  -1.27
74 I 3.990 -3.436 -0.751  0.06
75 H 1.626 0.763 -2.286  -0.17
76 H 2.821 0.103 -3.349  0.24
77 H 4.161 -1.618 -2.662  0.62
78 H 2.820 -2.712 -3.006  0.25
79 Br -4.527 -4.746 -3.303  -0.12
80 C -2.691 -4.429 -3.593  0.36
81 C -2.102 -4.984 -4.723  -0.50
82 C -0.761 -4.769 -4.987  -0.70
83 C 0.000 -3.990 -4.127  -0.71
84 C -0.582 -3.432 -3.001  0.58
85 C -1.927 -3.660 -2.725  -0.52
86 I -2.742 -2.784 -1.021  0.46
87 H -2.705 -5.584 -5.390  0.40
88 H -0.314 -5.208 -5.868  0.40
89 H 1.048 -3.817 -4.335  0.35
90 H 0.000 -2.806 -2.336  -0.08

***

Question: Which value of energy above the lowest of the compared OMol25 structures with the same formula, charge and spin does entry 1 give?
Answer: 2.431 eV